C3H4O3Tl | ωB97M-V/def2-TZVPD

## Properties
* E_LUMO: -4.53 eV
* relative energy (zero: lowest compared OMol25 entry of this formula, charge and spin): 0.000 eV
* HOMO-LUMO gap: 10.34 eV

```
! wB97M-V def2-TZVPD RIJCOSX def2/J DEFGRID3
* xyz 1 1
H 0.46253 0.29282 -0.92746
O -1.77657 0.53506 0.37542
C -1.50508 -0.47805 -0.25114
C -0.13405 -0.81521 -0.73220
C 1.95602 0.52783 0.86193
O 2.85227 0.03953 1.41009
O 1.31901 1.47793 0.45174
Tl -0.85209 2.49616 1.28914
H -0.19217 -1.13270 -1.78542
H -2.30664 -1.20676 -0.47655
H 0.17677 -1.73661 -0.21555
*
```

Results of the Löwdin charge analysis, in e, for atoms 1 through 4: H 0.16; O -0.22; C -0.24; C -0.04

ClF2H | ωB97M-V/def2-TZVPD

## Properties
* E_LUMO: -1.25 eV
* relative energy (zero: lowest compared OMol25 entry of this formula, charge and spin): 0.055 eV
* structure (SMILES): FCl.F
* HOMO-LUMO gap: 10.95 eV

```
! wB97M-V def2-TZVPD RIJCOSX def2/J DEFGRID3
* xyz 0 1
F -0.28532 -0.04470 -1.84359
Cl -1.85404 -0.06329 -1.36073
F 1.49072 0.17757 1.75670
H 0.64863 -0.06957 1.44763
*
```

Want to see where the charge sits? The Löwdin charges in e are: F -0.60; Cl 0.60; F -0.08; H 0.08

C12H16S3 | ωB97M-V/def2-TZVPD

## Properties
* E_LUMO: 0.61 eV
* relative energy (zero: lowest compared OMol25 entry of this formula, charge and spin): 0.222 eV
* structure (SMILES): c1ccc2c(c1)SCCCSCCCS2
* HOMO-LUMO gap: 8.74 eV

```
! wB97M-V def2-TZVPD RIJCOSX def2/J DEFGRID3
* xyz 0 1
C -3.99287 -0.96740 -0.46099
C -4.09973 0.28361 0.12025
C -3.02891 1.07527 0.34466
C -1.71907 0.59498 0.09891
C -1.60379 -0.66871 -0.55221
C -2.72735 -1.39657 -0.83051
S -0.00064 -1.33159 -1.09471
C 0.55210 -2.27606 0.37304
C 1.50935 -1.46861 1.23811
C 3.00308 -1.27884 0.90596
S 3.41467 -0.35461 -0.61881
C 2.72374 1.36482 -0.33731
C 1.61707 1.80589 -1.27842
C 0.45530 2.46835 -0.51410
S -0.41535 1.57052 0.84074
H -4.86514 -1.62134 -0.54793
H -5.08563 0.64228 0.45384
H -3.08086 2.10719 0.72081
H -2.58339 -2.40395 -1.23139
H 0.96104 -3.22836 0.01352
H -0.35083 -2.54267 0.93405
H 1.48764 -1.92074 2.24193
H 1.11622 -0.44389 1.36623
H 3.47548 -2.25518 0.76648
H 3.47771 -0.80637 1.78093
H 2.43241 1.39981 0.71322
H 3.58815 2.02659 -0.44523
H 1.98603 2.54321 -2.00062
H 1.20089 0.96413 -1.79807
H -0.32034 2.77508 -1.22572
H 0.87303 3.34316 0.02334
*
```

Results of the Löwdin charge analysis, in e, for atoms 1 through 4: C -0.07; C -0.11; C -0.13; C -0.50

C16H13F4N5O7RuS | ωB97M-V/def2-TZVPD

## Properties
* E_LUMO (alpha / beta): -1.68 / -1.68 eV
* HOMO-LUMO gap (alpha / beta): 6.23 / 6.22 eV

```
! wB97M-V def2-TZVPD RIJCOSX def2/J DEFGRID3
* xyz 0 1
Ru -0.13311 1.26068 -0.74339
C -0.78293 3.68338 0.95788
N -0.66158 2.20783 1.03546
C -1.91953 1.68842 1.61203
C 0.47325 1.84636 1.93758
C 1.79106 2.03115 1.21152
N 1.62849 1.36905 -0.07513
C 2.67496 1.06604 -0.91510
C 2.38250 0.42525 -2.12511
F 1.07933 0.10975 -2.38485
C 3.34284 0.07370 -3.04384
F 2.96872 -0.54634 -4.16514
C 4.67460 0.35333 -2.81143
C 4.98966 0.99252 -1.63031
F 6.26352 1.29637 -1.36242
C 4.02895 1.34709 -0.70104
F 4.42916 1.98466 0.41219
H -0.97885 4.07011 1.96227
H -1.59615 3.94433 0.28852
H 0.12875 4.11667 0.56166
H -2.09485 2.15497 2.58513
H -1.84496 0.61279 1.74128
H -2.74257 1.93124 0.94309
H 0.35406 0.79397 2.19443
H 0.42257 2.44923 2.84876
H 2.58318 1.57235 1.80208
H 2.04525 3.08895 1.07905
H 5.43845 0.08760 -3.52643
O -3.44290 -5.99890 0.50804
N -3.75927 -5.02178 -0.14089
O -4.71897 -4.95563 -0.88143
C -2.91461 -3.83443 -0.01679
C -3.24388 -2.69990 -0.70832
C -2.43293 -1.57452 -0.60255
C -1.24453 -1.55202 0.18935
O -0.41062 -0.61316 0.25659
C -1.03528 -2.75737 0.94171
C -1.80181 -3.87491 0.82703
N 0.07883 -2.78463 1.89651
O 0.20438 -1.82499 2.63068
O 0.77377 -3.77833 1.91533
N -2.87801 -0.39865 -1.30524
O -3.94592 -0.42545 -1.86520
O -2.19212 0.63911 -1.31709
H -4.12486 -2.67812 -1.33140
H -1.56431 -4.77121 1.38218
S -0.29170 2.89345 -2.06723
*
```

Results of the Löwdin charge analysis, in e, for atoms 1 through 4: Ru 1.01; C -0.12; N -0.36; C -0.06

C5H6N2 | ωB97M-V/def2-TZVPD

## Properties
* E_LUMO (alpha / beta): -1.47 / -1.50 eV
* relative energy (zero: lowest compared OMol25 entry of this formula, charge and spin): 9.079 eV
* HOMO-LUMO gap (alpha / beta): 6.63 / 6.66 eV

```
! wB97M-V def2-TZVPD RIJCOSX def2/J DEFGRID3
* xyz 0 1
C 0.02428 0.39899 0.04956
C 1.29388 0.08418 0.31748
C 2.16584 -1.03275 0.27081
C 2.61119 0.35775 -0.20932
C -2.32559 -0.16891 0.08660
N -0.59268 -1.79346 0.09556
N -0.88945 -0.61894 0.09428
H -0.20835 1.33095 -0.18991
H 2.65945 0.50130 -1.27334
H 3.30200 0.97213 0.29527
H -2.99623 -0.46692 -0.65281
H -2.65517 -0.50819 1.13934
H -2.38917 0.94386 -0.02353
*
```

Results of the Löwdin charge analysis, in e, for atoms 1 through 4: C -0.04; C -0.29; C 0.16; C -0.15

C26H28N6O2PtS2 | ωB97M-V/def2-TZVPD

## Properties
* E_LUMO (alpha / beta): -6.26 / -8.38 eV
* relative energy (zero: lowest compared OMol25 entry of this formula, charge and spin): 0.000 eV
* HOMO-LUMO gap (alpha / beta): 7.20 / 5.03 eV

```
! wB97M-V def2-TZVPD RIJCOSX def2/J DEFGRID3
* xyz 2 5
Pt -0.50861 0.57344 -0.74680
O -0.28709 5.37295 2.16610
C 0.97855 5.34547 1.69607
C 1.87490 6.36148 2.00538
C 3.18223 6.30035 1.57236
C 3.63892 5.21626 0.81626
C 2.76430 4.21695 0.50234
C 1.41281 4.26089 0.91250
C 0.57035 3.17321 0.46971
O 1.04428 2.11465 0.03789
N -0.84619 3.39689 0.54887
N -1.48026 2.31770 0.21809
C -2.79240 2.29400 0.32206
C -3.49510 1.14282 -0.21004
C -4.87391 1.05695 -0.09302
C -5.51912 -0.06571 -0.59437
C -4.76448 -1.05678 -1.19094
C -3.37939 -0.89869 -1.27327
N -2.75850 0.17029 -0.80279
H -0.42065 6.17816 2.67998
H 1.53487 7.19779 2.60762
H 3.86159 7.10510 1.82772
H 4.66433 5.17491 0.47789
H 3.08844 3.37440 -0.09130
H -3.33095 3.10846 0.80063
H -5.42803 1.85685 0.38489
H -6.59434 -0.16149 -0.51413
H -5.22959 -1.94651 -1.59466
H -2.75378 -1.65051 -1.74025
S -0.83360 2.21883 -3.06372
C -0.47770 0.70898 -3.66153
N -0.25697 -0.31765 -2.81335
C 0.00124 -1.46538 -3.46296
C 0.26865 -2.71302 -2.85221
C 0.50272 -3.78247 -3.66354
C 0.48226 -3.65198 -5.08000
C 0.22876 -2.44931 -5.69879
C -0.01366 -1.34379 -4.88280
S -0.35594 0.27427 -5.33637
H 0.29391 -2.78781 -1.77183
H 0.71434 -4.75140 -3.22887
H 0.67516 -4.52639 -5.68949
H 0.22251 -2.36412 -6.77789
C 3.13566 -1.35465 2.15644
C 2.53875 -2.55002 1.42045
N 1.10095 -2.74853 1.65386
C 0.71990 -3.86819 2.53927
C 0.96693 -3.58925 4.01308
C 0.20603 -1.88970 1.15532
C -1.23908 -2.04608 1.53616
N 0.54244 -0.90446 0.36263
H 4.18886 -1.24890 1.88952
H 3.07323 -1.49814 3.23549
H 2.63006 -0.41779 1.91432
H 3.02982 -3.46362 1.75078
H 2.71816 -2.48350 0.34329
H 1.29989 -4.73230 2.21831
H -0.32084 -4.11784 2.36527
H 2.02963 -3.45313 4.22017
H 0.61894 -4.43226 4.61332
H 0.43582 -2.69247 4.34144
H -1.68395 -2.91516 1.04538
H -1.77864 -1.15633 1.23375
H -1.35034 -2.17739 2.61155
H 1.53288 -0.83930 0.16880
*
```

Results of the Löwdin charge analysis, in e, for atoms 1 through 4: Pt 1.15; O 0.08; C -0.24; C 0.00

What energy values result from the calculations? In sequence: -514.65058 -660.43575 -1661.39401 -2310.18876 -303.30241 -2401.67628 Ha.
What molecular weight values result from the calculations? In sequence: 292.44 74.46 256.46 596.44 94.12 715.76 g/mol.